Entry from the Open Molecules 2025 dataset: C13H10AuF5O2PS7 as an isolated structure (ωB97M-V/def2-TZVPD).

Values from the calculation:
ΔE to the lowest compared entry with this formula, charge and spin (eV): 0.000
HOMO-LUMO gap (alpha / beta) (hartree): 0.19907 / 0.21529
Largest force on an atom (eV/Å): 0.6
Charge: -2
Expectation value of S²: 0.76
2S+1: 2
LUMO energy (alpha / beta) (eV): 4.35 / 4.35

Last column: Mulliken spin population.
CARTESIAN COORDINATES (ANGSTROEM)
Au -0.584822 -0.206786 0.583468  0.343
C 2.268823 4.810267 -2.074903  -0.010
C 2.486209 4.415243 -0.624188  0.016
O 2.940748 3.073346 -0.477707  0.003
P 1.941904 1.796456 -0.668994  0.010
S 2.895239 0.273245 0.100616  0.004
S 0.106520 2.279367 -0.075897  0.099
O 1.833441 1.683168 -2.287633  -0.001
C 2.944101 1.180468 -3.025238  0.001
C 2.669797 1.437923 -4.492049  0.000
H 2.007636 5.870361 -2.132565  -0.002
H 1.459939 4.224339 -2.509405  0.004
H 3.176436 4.640732 -2.658580  0.000
H 1.563114 4.548000 -0.054422  -0.005
H 3.266413 5.031041 -0.171212  0.000
H 3.054272 0.114339 -2.819375  0.000
H 3.864151 1.677545 -2.702295  0.000
H 1.736678 0.957281 -4.787426  0.000
H 3.481784 1.035958 -5.102736  0.000
H 2.580123 2.508462 -4.684999  0.000
S -5.474425 -5.108948 -1.766415  0.004
C -4.282918 -4.020281 -1.349374  0.003
S -2.949524 -4.395745 -0.342760  -0.002
C -2.153073 -2.837703 -0.365318  -0.031
C -2.791445 -1.870439 -1.061689  0.027
S -2.280116 -0.212079 -1.209615  0.141
S -4.270175 -2.380805 -1.844286  -0.001
S -0.609541 -2.660610 0.424757  0.279
F 1.596048 -1.739432 2.571106  0.002
C 0.960725 -0.761570 3.241094  0.036
C -0.003842 0.009948 2.623328  0.134
C -0.588681 0.971382 3.420431  -0.064
F -1.554175 1.781649 2.930302  -0.003
C -0.250040 1.175362 4.748061  0.001
F -0.850492 2.128573 5.493318  0.002
C 0.722816 0.383312 5.324660  -0.006
F 1.068696 0.560009 6.616543  -0.001
C 1.333570 -0.595743 4.565129  0.017
F 2.281587 -1.368936 5.134168  0.001

Cartesian forces, eV/Å:
-0.442 0.086 0.131
0.000 -0.014 0.042
-0.017 -0.026 -0.025
-0.103 0.227 -0.108
0.327 -0.414 0.257
-0.113 0.129 -0.135
0.026 0.094 0.031
0.014 0.054 -0.036
-0.037 0.017 -0.022
-0.002 -0.019 0.033
0.004 0.001 -0.009
0.001 0.014 -0.013
-0.004 -0.002 -0.009
0.006 0.000 0.012
-0.001 0.012 0.003
0.009 -0.004 0.013
0.006 0.006 0.001
0.004 0.001 -0.005
-0.005 0.008 -0.010
0.003 -0.001 -0.008
-0.111 -0.117 -0.058
0.046 0.084 0.097
0.062 0.055 -0.058
0.298 -0.067 0.012
-0.065 0.192 -0.050
0.092 -0.091 -0.021
0.039 0.036 -0.021
-0.222 -0.222 0.185
-0.007 -0.006 0.008
0.015 -0.025 0.009
0.197 -0.032 -0.264
-0.035 0.036 0.005
0.004 -0.014 0.007
0.019 -0.010 0.008
-0.004 0.003 0.003
-0.011 -0.001 -0.022
0.003 0.002 0.009
-0.003 0.014 0.007
0.003 -0.004 0.000